# 1
# C28H19Br2CdN4O3S

A structure of composition C28H19Br2CdN4O3S (the ωB97M-V functional and the def2-TZVPD basis, the OMol25 dataset).

Geometry (Å):
Cd: 0.23 -1.07 -0.61
Br: -4.27 -3.13 5.40
C: -3.38 -2.75 3.74
C: -4.13 -2.94 2.56
C: -3.52 -2.64 1.41
C: -2.15 -2.27 1.23
O: -1.66 -2.12 0.10
C: -1.44 -2.12 2.51
C: -0.06 -1.72 2.65
N: 0.83 -1.60 1.75
C: 2.15 -1.20 2.23
C: 2.68 -1.59 3.41
C: 3.98 -1.21 3.76
C: 4.68 -0.31 3.02
C: 4.13 0.13 1.79
C: 4.82 1.03 0.88
C: 4.25 1.29 -0.35
C: 2.94 0.86 -0.62
N: 2.30 0.11 0.22
C: 2.87 -0.32 1.38
C: -2.11 -2.31 3.75
H: -5.15 -3.30 2.65
H: -4.00 -2.79 0.44
H: 0.25 -1.67 3.71
H: 2.18 -2.29 4.02
H: 4.36 -1.63 4.68
H: 5.66 0.06 3.31
H: 5.82 1.42 1.13
H: 4.75 1.83 -1.11
H: 2.48 1.16 -1.52
H: -1.59 -2.20 4.67
Br: -3.95 6.57 -0.98
C: -3.35 4.96 -0.11
C: -3.81 4.70 1.16
C: -3.54 3.52 1.79
C: -2.69 2.60 1.21
C: -2.13 2.90 -0.06
C: -2.46 4.09 -0.70
C: -1.08 1.92 -0.65
O: -1.08 0.73 -0.15
O: -0.36 2.44 -1.50
H: -4.46 5.42 1.58
H: -3.91 3.39 2.78
H: -2.51 1.62 1.61
H: -2.04 4.26 -1.70
C: 1.07 -1.72 -6.95
C: 0.81 -1.31 -5.56
C: 0.29 -0.05 -5.27
C: 0.19 0.30 -3.98
N: 0.56 -0.52 -3.01
C: 0.90 -1.80 -3.35
S: 1.21 -2.92 -2.08
N: 1.14 -2.18 -4.62
H: 2.17 -1.82 -7.09
H: 0.70 -0.98 -7.66
H: 0.64 -2.67 -7.18
H: 0.02 0.60 -6.08
H: -0.22 1.24 -3.66

Computed properties:
Max |F| = 0.0591 hartree/bohr
Charge = -1
E_LUMO = 1.91 eV
ΔE to the lowest compared entry with this formula, charge and spin = 0.000 eV
HOMO = -0.1783 hartree
Molecular weight = 763.77 g/mol
HOMO-LUMO gap = 6.76 eV

# 2
# CH3OPS

A cluster of 2 separate species, CH3OPS in total (the ωB97M-V functional and the def2-TZVPD basis, the OMol25 dataset).

Geometry (Å):
C: 2.22 0.09 1.26
O: -1.81 0.15 -1.45
P: -1.97 0.45 0.13
S: 1.08 0.41 0.19
H: 3.25 0.17 0.95
H: -1.08 -0.41 -1.71
H: -1.70 -0.85 0.63

Computed properties:
Max |F| = 0.0451 hartree/bohr
E_LUMO (alpha / beta) = -1.15 / -0.69 eV
ΔE to the lowest compared entry with this formula, charge and spin = 3.720 eV
HOMO (alpha / beta) = -0.2787 / -0.3151 hartree
Molecular weight = 94.07 g/mol
HOMO-LUMO gap (alpha / beta) = 6.44 / 7.88 eV

# 3
# C25H35MgN5O

A structure of composition C25H35MgN5O (the ωB97M-V functional and the def2-TZVPD basis, the OMol25 dataset).

Geometry (Å):
Mg: -1.40 0.54 0.21
C: 0.01 1.42 4.30
C: -0.34 0.85 2.96
N: -1.04 1.46 2.08
C: -1.54 2.81 2.27
C: -1.52 3.51 0.92
N: -2.10 2.66 -0.15
C: -3.58 2.66 -0.19
C: -4.19 1.44 0.48
N: -3.54 0.19 0.02
C: -3.80 -0.16 -1.40
C: -2.65 0.28 -2.32
N: -1.40 -0.24 -1.75
C: -0.67 -1.08 -2.36
C: -0.80 -1.51 -3.79
C: 0.17 -2.06 0.83
C: 0.82 -3.00 1.64
C: 1.12 -2.65 2.93
C: 0.76 -1.39 3.40
C: 0.11 -0.52 2.55
N: -0.19 -0.87 1.28
H: -0.89 1.54 4.90
H: 0.46 2.40 4.18
H: 0.71 0.80 4.85
H: -0.96 3.40 2.98
H: -2.56 2.76 2.67
H: -0.48 3.71 0.64
H: -2.03 4.47 0.98
H: -1.77 3.05 -1.03
H: -3.90 2.70 -1.23
H: -3.98 3.56 0.28
H: -5.27 1.42 0.27
H: -4.07 1.49 1.56
H: -3.91 -0.56 0.60
H: -4.74 0.28 -1.74
H: -3.89 -1.24 -1.47
H: -2.58 1.37 -2.36
H: -2.86 -0.05 -3.33
H: 0.02 -1.06 -4.36
H: -1.73 -1.24 -4.27
H: -0.68 -2.59 -3.86
H: 1.07 -3.96 1.22
H: 1.62 -3.35 3.58
H: 0.99 -1.11 4.42
C: 5.87 -0.04 -0.33
C: 4.46 -0.45 -0.68
C: 4.13 -1.78 -0.89
C: 2.84 -2.17 -1.21
C: 2.61 -3.64 -1.49
C: 1.81 -1.20 -1.30
C: 0.44 -1.81 -1.60
O: -0.19 -2.40 -0.42
C: 2.13 0.15 -1.09
C: 1.18 1.32 -1.14
C: 3.45 0.49 -0.79
H: 6.58 -0.82 -0.59
H: 5.96 0.16 0.74
H: 6.15 0.87 -0.86
H: 4.90 -2.54 -0.83
H: 3.47 -4.22 -1.17
H: 2.49 -3.82 -2.56
H: 1.73 -4.05 -0.99
H: 0.66 -2.67 -2.22
H: 0.45 1.26 -1.94
H: 1.74 2.24 -1.27
H: 0.67 1.44 -0.17
H: 3.69 1.54 -0.65

Computed properties:
Max |F| = 0.0092 hartree/bohr
Charge = +2
E_LUMO = -6.17 eV
ΔE to the lowest compared entry with this formula, charge and spin = 0.232 eV
HOMO = -0.5147 hartree
Molecular weight = 445.89 g/mol
HOMO-LUMO gap = 7.83 eV

# 4
# H10O5

A cluster of 5 separate species, H10O5 in total (the ωB97M-V functional and the def2-TZVPD basis, the OMol25 dataset).

Geometry (Å):
O: 19.46 -7.39 7.74
H: 19.41 -6.71 7.06
H: 20.31 -7.81 7.59
O: 17.98 -7.47 10.12
H: 18.57 -7.44 9.37
H: 17.59 -8.34 10.09
O: 22.03 -8.51 8.16
H: 22.89 -8.11 8.27
H: 22.21 -9.43 7.99
O: 19.86 -3.95 6.93
H: 20.45 -4.08 6.19
H: 20.43 -3.67 7.65
O: 21.36 -8.56 10.88
H: 21.77 -8.57 10.01
H: 20.44 -8.77 10.71

Computed properties:
SMILES = O.O.O.O.O
Max |F| = 0.0140 hartree/bohr
E_LUMO = 0.05 eV
ΔE to the lowest compared entry with this formula, charge and spin = 0.988 eV
HOMO = -0.3900 hartree
Molecular weight = 90.07 g/mol
HOMO-LUMO gap = 10.66 eV

# 5
# C3H6N2

An isolated molecule of C3H6N2 (the ωB97M-V functional and the def2-TZVPD basis, the OMol25 dataset).

Geometry (Å):
C: -0.02 -0.09 -0.60
C: 0.12 0.23 0.86
C: -0.02 -0.68 1.81
H: 0.35 1.92 -0.87
H: -0.10 1.07 -2.36
H: -0.32 -1.36 -2.00
H: 0.31 1.27 1.07
H: 0.15 -0.43 2.85
H: -0.31 -1.70 1.57
N: 0.00 1.07 -1.36
N: -0.16 -1.30 -0.98

Computed properties:
SMILES = [H]/N=C(\N)C=C
Max |F| = 0.0375 hartree/bohr
E_LUMO = 0.99 eV
ΔE to the lowest compared entry with this formula, charge and spin = 0.846 eV
HOMO = -0.3363 hartree
Molecular weight = 70.09 g/mol
HOMO-LUMO gap = 10.14 eV

# 6
# C35H27N11OSW

A structure of composition C35H27N11OSW (the ωB97M-V functional and the def2-TZVPD basis, the OMol25 dataset).

Geometry (Å):
W: 11.39 10.89 15.95
C: 10.99 6.40 15.50
C: 11.46 7.63 15.91
N: 11.27 8.69 15.21
C: 10.76 8.60 13.93
C: 10.40 7.35 13.46
N: 10.53 6.31 14.24
C: 10.58 9.88 13.22
C: 9.91 10.00 12.00
C: 10.06 11.17 11.30
C: 10.78 12.23 11.89
C: 11.37 12.05 13.11
N: 11.28 10.84 13.73
C: 12.39 12.89 13.80
C: 12.91 14.01 13.18
N: 13.91 14.69 13.69
C: 14.36 14.16 14.85
C: 13.74 13.11 15.60
N: 12.77 12.41 15.01
C: 9.39 11.39 10.01
C: 8.13 10.86 9.79
C: 7.40 11.23 8.65
N: 7.84 12.10 7.77
C: 9.08 12.62 7.98
C: 9.87 12.25 9.06
H: 11.12 5.52 16.07
H: 11.86 7.76 16.92
H: 10.07 7.24 12.42
H: 9.57 9.13 11.47
H: 10.86 13.14 11.29
H: 12.58 14.33 12.23
H: 15.23 14.61 15.32
H: 14.15 12.86 16.54
H: 7.74 10.11 10.44
H: 6.46 10.72 8.45
H: 9.55 13.28 7.21
H: 10.85 12.65 9.11
N: 14.16 10.14 19.37
C: 13.18 10.29 18.49
S: 13.45 9.96 16.80
N: 12.02 10.55 18.92
N: 11.01 10.43 17.95
C: 9.97 9.78 18.39
C: 8.82 9.39 17.59
C: 7.84 8.51 18.17
C: 6.78 8.08 17.44
C: 6.57 8.47 16.09
C: 7.51 9.28 15.47
C: 8.63 9.77 16.22
O: 9.46 10.63 15.64
H: 15.12 10.22 19.05
H: 14.03 10.27 20.34
H: 10.03 9.41 19.44
H: 7.98 8.21 19.20
H: 6.06 7.40 17.87
H: 5.61 8.21 15.61
H: 7.45 9.58 14.47
N: 10.53 12.97 16.59
C: 10.57 14.32 15.97
C: 11.34 15.26 16.60
C: 11.54 16.53 16.03
C: 10.98 16.81 14.79
C: 10.12 15.88 14.17
C: 9.38 16.21 13.01
C: 8.47 15.35 12.53
C: 8.32 14.13 13.24
N: 8.98 13.73 14.31
C: 9.88 14.62 14.77
H: 9.54 12.62 16.68
H: 10.77 13.12 17.57
H: 11.79 15.00 17.56
H: 12.21 17.22 16.56
H: 11.30 17.68 14.27
H: 9.63 17.23 12.44
H: 7.81 15.63 11.73
H: 7.53 13.46 12.88

Computed properties:
Max |F| = 0.0717 hartree/bohr
Charge = +2
<S²> = 2.0192
E_LUMO (alpha / beta) = -6.48 / -7.23 eV
ΔE to the lowest compared entry with this formula, charge and spin = 1.254 eV
HOMO (alpha / beta) = -0.4882 / -0.5057 hartree
Molecular weight = 833.58 g/mol
2S+1 = 3
HOMO-LUMO gap (alpha / beta) = 6.81 / 6.53 eV

# 7
# C5H8NO2

A structure of composition C5H8NO2 (the ωB97M-V functional and the def2-TZVPD basis, the OMol25 dataset).

Geometry (Å):
C: 0.85 -0.42 1.12
C: 1.24 1.45 0.44
C: -0.39 -0.12 -1.15
C: 0.07 0.43 0.18
C: -0.92 -1.57 -1.04
N: -1.36 0.72 0.49
O: -1.64 1.96 0.28
O: 1.98 0.44 1.01
H: 0.49 -0.50 2.14
H: 1.05 -1.46 0.69
H: 1.69 1.96 -0.36
H: 0.71 2.17 1.20
H: -0.73 0.52 -1.90
H: -1.86 -1.54 -0.66
H: -0.23 -2.11 -0.44
H: -0.94 -1.92 -2.00

Computed properties:
Max |F| = 0.0979 hartree/bohr
Charge = -1
E_LUMO (alpha / beta) = 4.06 / 4.08 eV
ΔE to the lowest compared entry with this formula, charge and spin = 6.647 eV
HOMO (alpha / beta) = -0.0624 / -0.0687 hartree
Molecular weight = 114.12 g/mol
HOMO-LUMO gap (alpha / beta) = 5.76 / 5.95 eV

# 8
# C4H7F2N2

A cluster of 2 separate species, C4H7F2N2 in total (the ωB97M-V functional and the def2-TZVPD basis, the OMol25 dataset).

Geometry (Å):
C: -1.30 -0.48 -0.27
C: 1.35 1.18 0.65
C: 0.73 0.81 -0.64
C: 1.91 0.05 0.01
N: -1.13 -1.75 -0.25
N: -2.37 0.24 -0.12
F: 1.68 -1.15 0.58
F: 3.19 0.00 -0.49
H: 2.09 1.97 0.46
H: 0.94 1.35 1.64
H: 0.62 1.35 -1.58
H: -0.20 -2.25 -0.11
H: -2.02 -2.40 -0.21
H: -2.26 1.19 -0.14
H: -3.24 -0.10 0.48

Computed properties:
Max |F| = 0.0982 hartree/bohr
Charge = +1
E_LUMO = -5.43 eV
ΔE to the lowest compared entry with this formula, charge and spin = 4.075 eV
HOMO = -0.5381 hartree
Molecular weight = 121.11 g/mol
HOMO-LUMO gap = 9.21 eV

Ordered DFT total energy results: -196936.508; -23253.123; -41426.487; -10399.861; -6187.699; -67820.312; -10894.634; -12665.348; unit eV.